Below is a molecular structure, C41H63AsBiIN5OP2, with properties calculated with ωB97M-V with the def2-TZVPD basis set.

Cartesian coordinates (Å):
1 Bi 0.7251 -0.4335 -0.3189
2 C -6.4270 -3.9187 -0.2714
3 C -5.5863 -3.6618 -1.3461
4 C -4.3115 -3.1606 -1.1235
5 C -3.8610 -2.8875 0.1704
6 C -4.7061 -3.1695 1.2427
7 C -5.9818 -3.6781 1.0207
8 P -2.1613 -2.2110 0.3375
9 C -1.8024 -2.4126 2.1284
10 C -1.0358 -3.5150 2.4988
11 C -0.7799 -3.7870 3.8380
12 C -1.2869 -2.9499 4.8218
13 C -2.0334 -1.8316 4.4619
14 C -2.2833 -1.5595 3.1230
15 C -2.4231 -0.3882 0.1713
16 C -3.6902 0.1822 0.2562
17 C -3.8612 1.5600 0.1579
18 C -2.7636 2.3847 -0.0330
19 C -1.4960 1.8260 -0.1409
20 C -1.3122 0.4525 -0.0564
21 H -7.4201 -4.3182 -0.4404
22 H -5.9189 -3.8627 -2.3577
23 H -3.6588 -2.9900 -1.9716
24 H -4.3753 -3.0012 2.2589
25 H -6.6283 -3.8878 1.8659
26 H -0.6466 -4.1777 1.7322
27 H -0.1907 -4.6542 4.1126
28 H -1.1073 -3.1690 5.8682
29 H -2.4290 -1.1724 5.2261
30 H -2.8654 -0.6852 2.8562
31 H -4.5561 -0.4534 0.4039
32 H -4.8542 1.9864 0.2405
33 H -2.8884 3.4602 -0.0999
34 H -0.6348 2.4642 -0.3090
35 N 0.6333 0.2338 4.3837
36 C 0.7416 0.5557 3.0905
37 O 0.8560 -0.3393 2.2376
38 C 0.7450 2.0288 2.7614
39 I -1.0913 2.9690 3.3136
40 H 0.5652 -0.7369 4.6347
41 H 0.5081 0.9362 5.0911
42 H 0.8937 2.1778 1.6991
43 H 1.5116 2.5465 3.3274
44 N 1.8020 1.3258 -0.3547
45 P 3.2275 1.8481 -0.6789
46 N 4.1689 0.9070 -1.7025
47 C 4.1658 -0.5608 -1.5950
48 C 4.5780 -1.2017 -2.9123
49 C 5.9551 -0.6940 -3.3391
50 C 5.9728 0.8343 -3.3688
51 C 5.5244 1.3922 -2.0230
52 N 3.3058 3.3513 -1.3897
53 C 3.1305 3.5157 -2.8399
54 C 1.6650 3.7063 -3.2250
55 C 1.1000 4.9298 -2.5053
56 C 1.2770 4.7723 -0.9964
57 C 2.7291 4.4865 -0.6288
58 N 4.0957 2.1014 0.7409
59 C 5.2502 3.0152 0.8009
60 C 5.5001 3.4201 2.2467
61 C 5.8071 2.1817 3.0886
62 C 4.6708 1.1676 2.9670
63 C 4.3546 0.8669 1.5059
64 H 3.1843 -0.9104 -1.3006
65 H 4.8725 -0.8841 -0.8180
66 H 3.8388 -0.9428 -3.6681
67 H 4.5862 -2.2895 -2.8026
68 H 6.2316 -1.1026 -4.3122
69 H 6.7018 -1.0439 -2.6171
70 H 5.3002 1.1985 -4.1523
71 H 6.9767 1.2003 -3.5942
72 H 5.5264 2.4799 -2.0287
73 H 6.2330 1.0570 -1.2519
74 H 3.5661 2.6614 -3.3484
75 H 3.6953 4.4056 -3.1374
76 H 1.1066 2.8125 -2.9250
77 H 1.5808 3.8170 -4.3094
78 H 0.0443 5.0689 -2.7459
79 H 1.6339 5.8226 -2.8500
80 H 0.6827 3.9242 -0.6560
81 H 0.9379 5.6643 -0.4652
82 H 2.8019 4.2672 0.4356
83 H 3.3455 5.3688 -0.8305
84 H 5.0656 3.8831 0.1753
85 H 6.1540 2.5162 0.4225
86 H 4.6070 3.9227 2.6336
87 H 6.3280 4.1306 2.2885
88 H 5.9632 2.4509 4.1339
89 H 6.7368 1.7276 2.7277
90 H 3.7801 1.5678 3.4573
91 H 4.9306 0.2345 3.4715
92 H 3.4833 0.2134 1.4335
93 H 5.2135 0.3301 1.0731
94 C 1.8422 0.6423 -5.2538
95 C 0.3691 0.4501 -4.9101
96 As 0.0140 -0.4430 -3.2121
97 C 0.5003 -2.3184 -3.5405
98 C 0.4749 -2.8281 -4.9807
99 C -1.9386 -0.4783 -3.2917
100 C -2.5801 -0.7417 -4.6520
101 H 1.9432 1.2809 -6.1330
102 H 2.3210 -0.3093 -5.4863
103 H 2.3906 1.1035 -4.4335
104 H -0.1388 -0.1304 -5.6769
105 H -0.1399 1.4104 -4.8232
106 H -0.1763 -2.8941 -2.9054
107 H 1.5008 -2.4413 -3.1229
108 H -0.5406 -2.9307 -5.3609
109 H 0.9417 -3.8136 -5.0324
110 H 1.0224 -2.1708 -5.6583
111 H -2.2847 0.4712 -2.8811
112 H -2.2269 -1.2430 -2.5782
113 H -2.4131 0.0803 -5.3477
114 H -3.6598 -0.8468 -4.5257
115 H -2.2129 -1.6569 -5.1151

Relative energy (zero: lowest compared OMol25 entry of this formula, charge and spin) in kcal per mole: 0.0
Charge: +1
E_tot in eV: -146391.984
F_max in eV Å⁻¹: 0.46